# 1
Entry from the OMol25 dataset: C28H81Cu2N3O15P as an isolated structure at a distorted geometry (the ωB97M-V functional and the def2-TZVPD basis).

The HOMO-LUMO gap is 7.7 eV. The net charge is -1. Its multiplicity is 1.

Atoms and positions in Å:
Cu (-1.45, -2.35, -1.82)
Cu (0.30, 0.28, 0.86)
P (-1.19, 0.17, -1.47)
O (-2.36, -0.45, -2.24)
O (-1.69, 0.48, -0.01)
O (-0.81, 1.52, -2.14)
O (-0.05, -0.85, -1.31)
C (-2.17, -3.25, 3.18)
C (-2.53, -2.38, 2.03)
O (-1.41, -1.67, 1.56)
H (-2.01, -2.62, 4.05)
H (-1.33, -3.93, 3.01)
H (-3.00, -3.91, 3.41)
H (-3.40, -1.79, 2.31)
H (-2.99, -3.01, 1.26)
H (-1.65, -1.08, 0.84)
C (0.96, 4.88, -1.44)
C (1.64, 3.56, -1.18)
O (0.81, 2.73, -0.42)
H (1.62, 5.59, -1.95)
H (0.71, 5.47, -0.56)
H (0.07, 4.80, -2.06)
H (2.54, 3.79, -0.61)
H (1.91, 3.04, -2.10)
H (0.18, 2.35, -1.04)
C (-6.09, -2.02, 0.17)
C (-5.17, -1.02, -0.61)
O (-4.20, -1.78, -1.20)
H (-7.01, -1.56, 0.53)
H (-5.62, -2.42, 1.07)
H (-6.32, -2.90, -0.43)
H (-4.68, -0.26, 0.00)
H (-5.69, -0.55, -1.44)
H (-3.53, -1.16, -1.47)
C (-3.48, 4.88, -0.14)
C (-2.46, 3.74, -0.19)
O (-3.06, 2.55, -0.60)
H (-3.05, 5.79, 0.26)
H (-4.27, 4.53, 0.53)
H (-4.02, 5.11, -1.06)
H (-1.89, 3.60, 0.73)
H (-1.68, 4.02, -0.90)
H (-2.47, 1.86, -0.30)
C (1.87, 5.53, 3.81)
C (2.20, 4.60, 2.60)
O (1.00, 4.17, 2.04)
H (1.59, 4.91, 4.66)
H (1.09, 6.26, 3.57)
H (2.73, 6.04, 4.23)
H (2.85, 3.77, 2.85)
H (2.70, 5.23, 1.86)
H (1.10, 3.70, 1.21)
C (3.95, 0.03, -3.72)
C (2.50, 0.11, -3.40)
O (2.14, -0.91, -2.51)
H (4.27, -0.93, -4.12)
H (4.54, 0.16, -2.81)
H (4.20, 0.90, -4.33)
H (2.00, -0.07, -4.35)
H (2.30, 1.03, -2.86)
H (1.26, -0.74, -2.17)
C (-3.80, 1.39, 4.20)
C (-3.49, 1.37, 2.73)
O (-2.19, 1.02, 2.45)
H (-2.91, 1.60, 4.80)
H (-3.98, 0.34, 4.43)
H (-4.61, 2.05, 4.51)
H (-3.61, 2.38, 2.32)
H (-4.15, 0.79, 2.08)
H (-2.06, 0.85, 1.51)
C (0.89, 3.37, -6.20)
C (0.15, 3.17, -4.83)
O (0.38, 1.87, -4.43)
H (1.98, 3.32, -6.13)
H (0.51, 4.34, -6.54)
H (0.60, 2.71, -7.02)
H (-0.93, 3.25, -4.93)
H (0.45, 3.91, -4.09)
H (-0.04, 1.78, -3.58)
C (0.45, 1.78, 5.48)
C (0.95, 0.84, 4.39)
C (0.45, -0.61, 4.53)
O (0.89, -1.21, 5.79)
C (0.19, -2.34, 6.18)
N (0.62, 1.40, 3.10)
H (0.84, 1.60, 6.49)
H (-0.63, 1.70, 5.59)
H (0.67, 2.83, 5.28)
H (2.02, 0.67, 4.48)
H (0.87, -1.28, 3.79)
H (-0.61, -0.82, 4.38)
H (0.17, -3.08, 5.38)
H (-0.79, -2.02, 6.52)
H (0.67, -2.85, 7.02)
H (-0.39, 1.32, 3.01)
H (0.91, 2.37, 3.04)
C (3.58, -1.31, 2.09)
C (2.92, -1.60, 0.79)
C (1.85, -2.71, 0.82)
O (2.45, -3.87, 1.49)
C (1.59, -5.02, 1.50)
N (2.64, -0.34, 0.28)
H (4.15, -2.18, 2.42)
H (2.79, -1.09, 2.81)
H (4.26, -0.46, 2.08)
H (3.66, -2.06, 0.13)
H (1.44, -2.95, -0.16)
H (1.01, -2.40, 1.45)
H (0.73, -4.90, 2.15)
H (2.19, -5.84, 1.89)
H (1.19, -5.26, 0.51)
H (3.43, 0.21, -0.03)
H (2.20, -0.48, -0.61)
C (1.10, -2.97, -5.80)
C (0.55, -3.84, -4.71)
C (1.54, -4.89, -4.11)
O (1.89, -5.92, -5.05)
C (3.03, -6.70, -4.58)
N (0.05, -2.96, -3.65)
H (0.44, -2.22, -6.25)
H (1.26, -3.60, -6.68)
H (2.06, -2.51, -5.55)
H (-0.35, -4.39, -4.99)
H (1.06, -5.39, -3.27)
H (2.32, -4.35, -3.57)
H (3.33, -7.37, -5.39)
H (2.77, -7.33, -3.73)
H (3.81, -6.00, -4.30)
H (-0.49, -2.25, -4.11)
H (0.85, -2.44, -3.30)

Atomic partial charges in e from the Löwdin method, atoms 1 to 2: atom 1 (Cu): 0.45, atom 2 (Cu): 0.39

***

# 2
Entry from the OMol25 dataset: C28H81HfN4O15 as an isolated structure at a distorted geometry (the ωB97M-V functional and the def2-TZVPD basis).

The HOMO-LUMO gap is 2.9 eV. The net charge is +3. Its multiplicity is 1.

Atoms and positions in Å:
Hf (16.03, -1.91, -5.68)
C (17.40, -1.71, -9.22)
C (16.10, -2.40, -8.62)
O (15.86, -2.28, -7.23)
H (17.14, -0.66, -9.37)
H (17.72, -2.12, -10.18)
H (18.23, -1.84, -8.53)
H (16.11, -3.47, -8.83)
H (15.27, -1.99, -9.19)
C (17.86, -4.93, -9.07)
O (18.26, -4.20, -7.93)
C (19.61, -3.66, -7.98)
C (20.02, -2.99, -6.66)
N (19.46, -1.62, -6.52)
C (20.07, -0.91, -5.40)
C (21.47, -0.33, -5.67)
O (22.45, -1.32, -5.47)
C (23.68, -0.84, -5.84)
H (17.55, -4.25, -9.86)
H (17.03, -5.60, -8.87)
H (18.64, -5.57, -9.47)
H (19.73, -2.94, -8.78)
H (20.28, -4.50, -8.17)
H (21.11, -2.88, -6.67)
H (19.76, -3.53, -5.75)
H (19.67, -1.02, -7.30)
H (20.22, -1.56, -4.54)
H (19.51, -0.05, -5.04)
H (21.56, 0.54, -5.02)
H (21.46, -0.06, -6.72)
H (24.37, -1.64, -5.58)
H (24.05, 0.08, -5.40)
H (23.79, -0.64, -6.91)
C (15.27, -5.48, -9.85)
O (16.08, -5.14, -11.01)
C (16.55, -6.25, -11.78)
C (17.60, -7.07, -11.02)
N (18.91, -6.42, -11.00)
C (19.92, -7.26, -10.30)
C (21.31, -6.64, -10.44)
O (21.41, -5.51, -9.54)
C (22.58, -4.76, -9.68)
H (15.69, -6.10, -9.06)
H (14.31, -5.85, -10.21)
H (15.00, -4.55, -9.35)
H (17.01, -6.04, -12.75)
H (15.74, -6.91, -12.09)
H (17.67, -8.02, -11.54)
H (17.22, -7.32, -10.03)
H (18.92, -5.43, -10.83)
H (19.86, -8.25, -10.75)
H (19.73, -7.43, -9.24)
H (21.57, -6.44, -11.48)
H (22.07, -7.36, -10.13)
H (22.73, -4.09, -8.84)
H (22.59, -4.06, -10.52)
H (23.52, -5.32, -9.70)
C (23.96, -3.15, -7.69)
O (22.93, -3.04, -8.72)
C (22.37, -1.78, -8.84)
C (21.52, -1.72, -10.14)
N (20.58, -0.54, -10.17)
C (19.60, -0.66, -11.23)
C (18.48, 0.38, -11.12)
O (17.55, 0.21, -12.20)
C (16.50, 1.18, -12.26)
H (23.45, -2.92, -6.76)
H (24.84, -2.53, -7.83)
H (24.28, -4.19, -7.74)
H (23.07, -0.94, -8.91)
H (21.68, -1.53, -8.03)
H (21.06, -2.70, -10.26)
H (22.22, -1.49, -10.95)
H (20.17, -0.41, -9.26)
H (19.03, -1.59, -11.12)
H (20.02, -0.63, -12.23)
H (19.00, 1.33, -11.22)
H (18.04, 0.31, -10.13)
H (16.89, 2.16, -11.98)
H (15.62, 0.97, -11.65)
H (16.13, 1.17, -13.28)
C (12.78, -1.48, -14.04)
O (12.97, -1.33, -12.64)
C (13.87, -2.27, -12.03)
C (15.29, -1.74, -12.23)
N (16.16, -2.90, -12.23)
C (17.62, -2.47, -12.36)
C (18.64, -3.68, -12.23)
O (19.93, -3.14, -12.14)
C (20.86, -4.16, -11.79)
H (12.10, -0.70, -14.40)
H (12.33, -2.42, -14.35)
H (13.72, -1.40, -14.58)
H (13.74, -3.22, -12.54)
H (13.59, -2.38, -10.98)
H (15.56, -0.94, -11.54)
H (15.42, -1.21, -13.17)
H (15.92, -3.59, -12.93)
H (17.98, -1.72, -11.66)
H (17.66, -1.95, -13.31)
H (18.60, -4.35, -13.09)
H (18.29, -4.19, -11.34)
H (21.78, -3.65, -11.48)
H (21.11, -4.89, -12.56)
H (20.55, -4.72, -10.91)
O (14.50, -0.31, -9.96)
H (15.03, -0.84, -9.36)
H (14.82, 0.58, -9.83)
O (15.79, 0.96, -8.51)
H (16.73, 0.88, -8.32)
H (15.36, 0.44, -7.84)
O (14.24, -2.03, -6.28)
H (13.62, -1.43, -5.87)
H (13.76, -2.41, -7.01)
O (17.57, -1.04, -6.39)
H (18.45, -1.38, -6.51)
H (17.62, -0.12, -6.64)
O (17.50, -3.07, -5.98)
H (18.05, -3.64, -5.44)
H (17.88, -3.12, -6.86)
C (13.86, -4.60, -7.65)
C (13.51, -3.69, -8.83)
O (13.47, -2.40, -8.37)
H (13.65, -5.64, -7.89)
H (13.21, -4.38, -6.80)
H (14.93, -4.50, -7.43)
H (12.57, -3.99, -9.29)
H (14.38, -3.86, -9.47)
H (14.34, -2.04, -8.51)

Atomic partial charges in e from the Löwdin method, atoms 1 to 2: atom 1 (Hf): 1.79, atom 2 (C): 0.04

***

# 3
Entry from the OMol25 dataset: C28H84As2F12N7O7 as an isolated structure at a distorted geometry (the ωB97M-V functional and the def2-TZVPD basis).

The HOMO-LUMO gap is 5.6 eV. The net charge is +5. Its multiplicity is 1. The value obtained for the relative energy (zero: lowest compared OMol25 entry of this formula, charge and spin) is 1000.9 kcal/mol.

Atoms and positions in Å:
C (8.52, 17.22, -5.54)
C (8.98, 17.11, -6.94)
C (10.25, 16.33, -7.30)
O (9.99, 14.97, -7.09)
C (11.20, 14.22, -7.09)
N (7.88, 16.56, -7.76)
H (7.18, 17.29, -7.70)
H (8.01, 16.49, -8.76)
H (7.52, 15.67, -7.45)
H (8.68, 18.14, -4.97)
H (8.86, 16.37, -4.95)
H (7.44, 17.21, -5.44)
H (9.15, 18.10, -7.36)
H (11.11, 16.76, -6.78)
H (10.43, 16.47, -8.37)
H (11.56, 14.11, -6.07)
H (11.91, 14.80, -7.69)
H (11.14, 13.22, -7.51)
C (12.74, 17.42, -10.46)
C (12.42, 18.92, -10.51)
C (13.01, 19.63, -11.76)
O (12.65, 21.02, -11.71)
C (12.49, 21.64, -12.99)
N (10.91, 19.09, -10.25)
H (10.34, 18.27, -10.11)
H (10.78, 19.60, -9.39)
H (10.44, 19.58, -11.01)
H (12.45, 17.05, -11.44)
H (12.19, 16.85, -9.71)
H (13.80, 17.24, -10.27)
H (12.83, 19.33, -9.58)
H (12.63, 19.27, -12.72)
H (14.08, 19.74, -11.62)
H (12.75, 22.69, -12.80)
H (11.49, 21.71, -13.43)
H (13.05, 21.40, -13.90)
C (14.03, 20.03, -5.31)
C (13.03, 18.92, -5.25)
C (13.35, 17.90, -4.21)
O (12.21, 17.02, -3.91)
C (12.65, 15.95, -3.07)
N (11.67, 19.63, -4.96)
H (11.13, 19.86, -5.78)
H (11.09, 18.95, -4.48)
H (11.86, 20.48, -4.45)
H (14.16, 20.48, -4.33)
H (13.82, 20.83, -6.02)
H (15.04, 19.72, -5.59)
H (12.72, 18.46, -6.18)
H (13.84, 18.29, -3.31)
H (14.18, 17.30, -4.58)
H (13.50, 15.39, -3.48)
H (11.85, 15.26, -2.81)
H (12.99, 16.39, -2.13)
C (11.78, 25.02, -5.40)
C (11.10, 23.66, -5.90)
C (10.37, 23.75, -7.26)
O (9.74, 22.52, -7.45)
C (8.83, 22.53, -8.60)
N (12.27, 22.64, -5.96)
H (12.82, 22.86, -5.14)
H (12.09, 21.65, -5.89)
H (12.99, 22.74, -6.66)
H (10.99, 25.75, -5.21)
H (12.38, 25.46, -6.19)
H (12.39, 24.97, -4.49)
H (10.45, 23.10, -5.23)
H (11.00, 23.85, -8.14)
H (9.68, 24.60, -7.24)
H (7.99, 23.21, -8.46)
H (8.35, 21.55, -8.60)
H (9.37, 22.81, -9.50)
C (17.90, 21.61, -10.15)
C (16.44, 22.14, -9.98)
C (15.38, 21.03, -9.72)
O (14.18, 21.51, -9.18)
C (13.73, 20.90, -7.96)
N (16.41, 23.08, -8.71)
H (15.47, 23.45, -8.68)
H (16.55, 22.44, -7.94)
H (17.17, 23.74, -8.64)
H (18.25, 20.95, -9.36)
H (18.53, 22.49, -10.24)
H (18.00, 21.03, -11.07)
H (16.15, 22.65, -10.89)
H (15.79, 20.27, -9.05)
H (15.04, 20.73, -10.71)
H (13.34, 19.89, -7.98)
H (12.85, 21.51, -7.74)
H (14.52, 20.92, -7.20)
C (8.06, 19.25, -9.22)
C (7.14, 18.11, -9.71)
C (5.76, 18.68, -10.18)
O (4.99, 17.54, -10.50)
C (3.72, 18.00, -11.06)
N (7.80, 17.34, -10.88)
H (7.77, 17.81, -11.77)
H (8.73, 17.00, -10.66)
H (7.21, 16.54, -11.05)
H (7.59, 19.78, -8.39)
H (8.32, 20.06, -9.90)
H (8.96, 18.80, -8.80)
H (6.84, 17.37, -8.96)
H (5.94, 19.35, -11.02)
H (5.21, 19.22, -9.41)
H (3.27, 18.76, -10.42)
H (3.04, 17.16, -11.11)
H (3.91, 18.35, -12.08)
C (6.28, 21.50, -6.22)
C (7.80, 21.24, -6.00)
C (8.49, 22.25, -4.99)
O (9.74, 21.92, -4.63)
C (10.13, 22.27, -3.34)
N (7.90, 19.81, -5.31)
H (8.86, 19.53, -5.25)
H (7.57, 19.98, -4.37)
H (7.26, 19.19, -5.78)
H (6.08, 22.51, -6.59)
H (5.69, 21.34, -5.32)
H (5.83, 20.83, -6.96)
H (8.43, 21.29, -6.89)
H (7.96, 22.36, -4.05)
H (8.38, 23.29, -5.30)
H (10.26, 23.35, -3.26)
H (11.03, 21.68, -3.15)
H (9.43, 21.99, -2.55)
As (10.78, 19.72, -7.68)
F (10.90, 18.64, -6.29)
F (10.20, 18.43, -8.76)
F (10.58, 20.89, -8.95)
F (11.65, 20.90, -6.63)
F (12.40, 19.26, -8.18)
F (9.13, 20.16, -7.01)
As (14.96, 18.06, -7.68)
F (13.47, 18.71, -7.09)
F (15.25, 17.38, -6.09)
F (16.64, 17.42, -8.22)
F (14.71, 18.68, -9.31)
F (15.88, 19.59, -7.30)
F (14.30, 16.46, -8.18)

Atomic partial charges in e from the Löwdin method, atoms 1 to 2: atom 1 (C): 0.01, atom 2 (C): -0.31